No. 1
Here is a molecular structure, C28H22F6MnN4O12PS2 from the OMol25 dataset. Energies are from wB97M-V/def2-TZVPD.

XYZ file:
```
76
Properties=species:S:1:pos:R:3:forces:R:3
Mn -0.734380 0.038023 0.308200 0.3 -0.1 -0.3
C 1.089205 0.417821 7.123895 0.0 0.0 0.0
C 1.037878 -0.952996 6.917775 0.0 0.0 0.0
C 0.685915 -1.454243 5.672530 0.0 0.0 0.0
C 0.393362 -0.576115 4.632183 0.0 0.0 0.0
C 0.447268 0.801860 4.841989 0.0 0.0 0.0
C 0.791823 1.295875 6.088727 0.0 0.0 0.0
P 0.009353 -1.157067 2.984147 0.3 -0.3 0.3
C -0.540840 -2.860547 3.125738 -0.1 0.0 0.0
C -1.847184 -3.082058 3.561726 0.0 0.0 0.0
C -2.331924 -4.375535 3.659384 0.0 0.0 0.0
C -1.517095 -5.450782 3.323193 0.0 0.0 0.0
C -0.218917 -5.234094 2.885406 0.0 0.0 0.0
C 0.271045 -3.938601 2.785877 0.0 0.0 0.0
C 1.480589 -1.084783 1.976697 -0.1 -0.1 0.1
C 2.782624 -1.451782 2.313215 0.1 0.0 0.1
C 3.798757 -1.247765 1.393758 0.0 0.0 0.0
C 3.521116 -0.669838 0.156975 -0.1 0.0 0.0
C 2.225169 -0.296174 -0.183350 0.2 -0.1 0.0
C 1.222837 -0.530737 0.738695 -0.4 0.5 -0.6
H 1.358476 0.805835 8.097875 0.0 0.0 0.0
H 1.264384 -1.633580 7.728079 0.0 0.0 0.0
H 0.630759 -2.524803 5.515139 0.0 0.0 0.0
H 0.209833 1.479728 4.030578 0.0 0.0 0.0
H 0.828449 2.364453 6.254715 0.0 0.0 0.0
H -2.486516 -2.242425 3.808160 0.0 0.0 0.0
H -3.347065 -4.545635 3.993267 0.0 0.0 0.0
H -1.898704 -6.460799 3.400698 0.0 0.0 0.0
H 0.412984 -6.071647 2.619296 0.0 0.0 0.0
H 1.282780 -3.770076 2.438332 0.0 0.0 0.0
H 2.999166 -1.863968 3.293235 0.0 0.0 0.0
H 4.816323 -1.512646 1.649691 0.0 0.0 0.0
H 4.324411 -0.497882 -0.548393 0.0 0.0 0.0
H 2.013568 0.173795 -1.133968 0.0 0.0 0.0
F -1.372671 -0.970324 -5.492220 0.1 -0.1 0.1
C -0.817698 -1.221817 -4.313323 0.0 0.0 0.0
F 0.445998 -1.610253 -4.493640 -0.1 0.0 0.0
F -1.489044 -2.219018 -3.717286 0.1 0.1 -0.1
S -0.847142 0.266632 -3.232702 -0.1 -0.1 0.0
O -0.288409 -0.252610 -1.995378 0.0 0.0 0.2
O -0.129356 1.277129 -3.928193 0.0 0.0 0.0
N -2.381692 0.577668 -3.156311 0.1 0.1 0.0
S -3.324851 0.405725 -1.925855 0.0 -0.1 0.0
O -2.790601 -0.472993 -0.883316 0.0 0.2 0.0
O -3.911711 1.630726 -1.491253 0.0 0.0 0.0
C -4.694066 -0.590201 -2.652567 0.0 0.0 0.0
F -5.684821 -0.666683 -1.769703 0.0 0.0 0.0
F -5.138551 -0.023809 -3.765238 0.0 0.0 0.0
F -4.261045 -1.822380 -2.929358 -0.1 0.1 0.0
O -2.478374 7.482897 0.849477 -0.1 -0.1 0.0
N -2.973303 6.404978 1.118827 0.0 0.1 0.1
O -4.056859 6.248486 1.648501 0.1 0.0 -0.1
C -2.195047 5.203382 0.804494 0.0 0.0 0.0
C -0.945869 5.343260 0.204420 0.0 0.0 0.0
C -0.187965 4.237400 -0.082887 -0.1 -0.1 -0.2
C -0.652662 2.915376 0.195744 0.0 -0.1 0.0
O 0.000976 1.851437 -0.077093 -0.1 0.0 -0.1
C -1.939351 2.853420 0.808467 0.0 0.0 0.0
C -2.705380 3.967035 1.110193 0.0 0.0 0.0
N -2.383384 1.536596 1.042247 0.0 0.3 -0.2
O -3.403484 1.387149 1.658528 0.0 -0.1 0.0
O -1.005313 -0.268828 2.295413 -0.1 -0.2 0.4
N 1.137344 4.477736 -0.675076 0.3 0.4 0.9
O 1.355219 5.599657 -1.098419 -0.1 -0.2 -0.3
O 1.975409 3.608367 -0.565442 -0.1 -0.1 -0.3
H -0.563883 6.324823 -0.033282 0.0 0.0 0.0
H -3.680718 3.848528 1.560479 0.0 0.0 0.0
C -0.863547 -4.413554 -0.768870 0.0 0.0 0.0
C -0.123604 -3.114920 -0.554286 0.0 0.1 0.0
O -1.004076 -2.135616 0.032383 -0.1 -0.1 0.0
H -0.183054 -5.171018 -1.160872 0.0 0.0 0.0
H -1.672075 -4.285932 -1.492962 0.0 0.0 0.0
H -1.285637 -4.775324 0.171632 0.0 0.0 -0.1
H 0.279931 -2.716193 -1.487225 0.0 0.0 0.0
H 0.697126 -3.236244 0.150158 0.0 0.0 0.0
H -1.818313 -2.106198 -0.494369 0.0 0.0 0.0
```
Positions in Å, forces in eV/Å.

Summary:
LUMO energy (alpha / beta): -1.57 / -1.34 eV
M: 870.53 g mol⁻¹
HOMO (alpha / beta): -9.151 / -9.201 eV
total energy: -138501.9288 eV
ΔE to the lowest compared entry with this formula, charge and spin: 0.0 kcal/mol
frontier orbital gap (alpha / beta): 0.27854 / 0.28874 Eh
spin multiplicity: 5
expectation value of S²: 6.278

---

No. 2
Here is a molecular structure, C28H22F7NO5RuSTe from the OMol25 dataset. Energies are from wB97M-V/def2-TZVPD.

XYZ file:
```
66
Properties=species:S:1:pos:R:3:forces:R:3
Ru -1.169365 0.484702 -0.200908 -0.4 -0.1 0.2
F -6.280756 1.857901 -1.018673 0.0 0.0 0.0
C -5.364414 1.269603 -0.215692 0.0 0.0 0.0
C -4.052543 1.210241 -0.622490 0.0 0.0 0.0
C -3.118875 0.596242 0.208932 0.1 0.2 -0.2
C -3.535677 0.064505 1.445175 0.1 0.0 0.0
C -4.876425 0.158826 1.796742 0.0 0.0 0.0
F -5.299999 -0.331057 2.990139 0.0 0.0 0.0
C -5.817882 0.750344 0.988887 0.0 0.0 0.0
C -2.459047 -0.480182 2.266147 0.0 0.2 0.0
C -2.576114 -1.232431 3.431901 0.0 0.0 0.1
C -1.431029 -1.675847 4.065374 0.0 0.0 0.0
C -0.186308 -1.371716 3.533409 0.0 0.0 0.0
C -0.134990 -0.640829 2.363606 -0.1 0.0 0.0
N -1.240035 -0.195444 1.756134 0.1 -0.4 -0.1
H -3.758372 1.624680 -1.577651 0.0 0.0 0.0
H -6.854618 0.814940 1.283037 0.0 0.0 0.0
H -3.554527 -1.473231 3.814888 0.0 0.0 0.0
H -1.510506 -2.273178 4.965155 0.0 0.0 0.0
H 0.729796 -1.720720 3.987880 0.0 0.0 0.0
H 0.796218 -0.422014 1.858934 0.0 0.0 0.0
O 0.403102 -4.476300 -6.559926 0.0 0.0 0.0
C 0.860630 -4.689314 -5.296024 0.0 0.0 0.0
O 1.695412 -5.529904 -5.108624 0.0 0.0 0.0
C 0.238596 -3.855468 -4.228804 0.0 0.0 0.0
C -0.377374 -2.632369 -4.490116 0.0 0.0 0.0
C -0.988695 -1.921270 -3.472630 0.1 0.0 0.0
C -0.991290 -2.417433 -2.166838 0.0 0.1 0.0
S -1.912360 -1.582696 -0.905436 0.3 -0.2 0.2
C -0.330634 -3.619118 -1.901132 -0.1 0.0 -0.1
C 0.274446 -4.330137 -2.923243 0.0 0.0 0.1
H -0.322799 -3.841965 -6.529004 0.0 0.0 0.0
H -0.352862 -2.195132 -5.483415 0.0 0.0 0.0
H -1.446432 -0.959434 -3.663640 0.0 0.0 0.0
H -0.290697 -3.978746 -0.883897 0.0 0.0 0.1
H 0.793204 -5.258049 -2.722627 0.0 0.0 0.0
C 5.339292 1.481323 1.194592 0.0 0.0 0.0
C 3.890666 1.887671 1.185675 0.0 0.0 -0.1
C 3.193645 2.147861 2.377708 -0.1 0.0 0.0
C 1.842982 2.498568 2.484492 0.0 -0.1 0.0
C 1.258717 2.767334 3.846510 0.0 0.0 0.0
C 1.113429 2.563005 1.320492 0.0 0.0 0.1
C 1.697406 2.157504 -0.002511 0.3 -0.1 0.1
C 1.311973 3.114248 -1.127438 -0.1 0.0 0.0
C 3.171360 1.942958 0.035045 0.0 0.0 0.0
C -0.320964 3.057226 1.310750 0.0 0.0 -0.1
O -0.515353 4.047700 2.011323 0.1 0.0 -0.1
O -1.135585 2.483806 0.536915 0.0 -0.1 0.1
H 5.799433 1.666455 2.165469 0.0 0.0 0.0
H 5.903336 2.028293 0.439795 0.0 0.0 0.0
H 5.427629 0.418340 0.964712 0.0 0.0 0.0
H 3.753647 2.067705 3.307226 0.0 0.0 0.0
H 1.888627 2.322757 4.618857 0.0 0.0 0.0
H 0.254626 2.356434 3.931948 0.0 0.0 0.0
H 1.172594 3.838154 4.025214 0.0 0.0 0.0
H 1.723450 4.103150 -0.899230 0.0 0.0 0.0
H 0.231279 3.180303 -1.215901 0.0 0.0 0.0
H 1.715621 2.755299 -2.067488 0.0 0.0 0.0
H 3.622596 1.717588 -0.923084 0.0 0.1 0.0
F 2.522611 0.819191 -2.617283 -0.1 0.0 -0.1
Te 1.698102 -0.671866 -1.634673 0.3 0.1 0.1
F 1.520146 -1.914436 -0.105957 0.0 -0.1 -0.2
F 3.430820 -0.622791 -0.852015 0.0 0.1 0.0
F -0.848952 1.076410 -2.081210 -0.2 0.2 0.1
F 2.558241 -1.816848 -2.928386 0.0 -0.2 0.2
O 1.221848 0.798656 -0.087119 -0.3 0.1 -0.3
```
Positions in Å, forces in eV/Å.

Summary:
LUMO energy (alpha / beta): -0.17 / -0.18 eV
M: 846.21 g mol⁻¹
charge: -1
HOMO (alpha / beta): -5.220 / -5.381 eV
total energy: -80857.9807 eV
ΔE to the lowest compared entry with this formula, charge and spin: 12.4 kcal/mol
frontier orbital gap (alpha / beta): 0.18539 / 0.19126 Eh
spin multiplicity: 2
expectation value of S²: 0.758

---

| no. | strongest force on any atom (eV Å⁻¹) |
| --- | --- |
| 1 | 1.0 |
| 2 | 0.5 |